Record 1
{
  "formula": "C26H23MnN4O3PSSe",
  "method": "wB97M-V/def2-TZVPD",
  "total_charge": -2,
  "homo_ev": [-2.09, -2.68],
  "spin_multiplicity": 6,
  "symbols": ["Mn", "O", "C", "O", "C", "P", "C", "C", "C", "C", "C", "C", "C", "C", "C", "C", "C", "C", "H", "H", "H", "H", "H", "H", "H", "H", "H", "H", "H", "H", "C", "N", "C", "C", "O", "H", "H", "H", "H", "H", "H", "H", "S", "C", "N", "Se", "C", "N", "N", "C", "C", "C", "C", "C", "C", "C", "H", "H", "H", "H"],
  "xyz": [[1.441, 1.072, 1.011], [-2.320, 0.288, -0.107], [-1.212, 0.129, -0.623], [-0.118, -0.044, 0.017], [-1.107, 0.103, -2.160], [0.213, -1.094, -2.685], [1.766, -0.163, -2.472], [1.956, 1.144, -2.916], [3.130, 1.826, -2.625], [4.091, 1.237, -1.817], [3.896, -0.047, -1.327], [2.746, -0.746, -1.669], [-0.035, -1.021, -4.517], [-1.249, -1.522, -5.000], [-1.530, -1.567, -6.355], [-0.586, -1.129, -7.276], [0.633, -0.654, -6.818], [0.905, -0.600, -5.456], [-0.932, 1.118, -2.527], [-2.055, -0.249, -2.571], [1.201, 1.628, -3.526], [3.250, 2.847, -2.967], [4.980, 1.784, -1.535], [4.608, -0.474, -0.633], [2.586, -1.741, -1.273], [-1.986, -1.887, -4.291], [-2.484, -1.952, -6.696], [-0.798, -1.164, -8.338], [1.382, -0.314, -7.524], [1.867, -0.232, -5.123], [0.262, -0.692, 4.459], [-0.790, -0.546, 3.475], [-1.652, -1.681, 3.245], [-0.832, 0.508, 2.650], [-0.037, 1.453, 2.686], [-0.170, -0.769, 5.462], [0.917, 0.173, 4.402], [0.847, -1.589, 4.247], [-2.232, -1.919, 4.142], [-1.054, -2.554, 2.967], [-2.334, -1.455, 2.426], [-1.638, 0.478, 1.906], [3.379, 2.615, 2.187], [4.846, 1.971, 1.710], [5.881, 1.542, 1.395], [-0.173, 4.531, -2.375], [0.428, 3.492, -1.019], [0.796, 2.858, -0.118], [3.914, -5.621, 3.743], [3.568, -4.610, 3.309], [3.133, -3.349, 2.779], [3.772, -2.166, 3.153], [3.325, -0.954, 2.647], [2.243, -0.839, 1.755], [1.645, -2.063, 1.393], [2.062, -3.291, 1.885], [4.613, -2.207, 3.836], [3.841, -0.055, 2.966], [0.806, -2.047, 0.704], [1.570, -4.209, 1.582]]
}

=====

Record 2
{
  "formula": "C26H23N4O7STc",
  "method": "wB97M-V/def2-TZVPD",
  "total_charge": 1,
  "homo_ev": [-11.08, -11.42],
  "spin_multiplicity": 4,
  "symbols": ["Tc", "O", "C", "O", "C", "C", "C", "C", "C", "N", "C", "O", "O", "H", "H", "H", "C", "C", "C", "C", "C", "C", "C", "S", "O", "O", "N", "C", "C", "C", "C", "C", "C", "C", "C", "N", "C", "H", "H", "H", "H", "H", "H", "H", "H", "H", "H", "H", "H", "H", "C", "N", "C", "C", "O", "H", "H", "H", "H", "H", "H", "H"],
  "xyz": [[-0.229, -0.400, 1.343], [0.409, 3.523, 2.165], [0.466, 2.372, 1.842], [-0.538, 1.500, 1.911], [1.747, 1.751, 1.307], [2.967, 2.361, 1.101], [4.007, 1.579, 0.600], [3.820, 0.228, 0.317], [2.570, -0.312, 0.547], [1.603, 0.461, 1.024], [2.109, -1.744, 0.313], [2.851, -2.575, -0.124], [0.834, -1.930, 0.636], [3.089, 3.411, 1.330], [4.976, 2.029, 0.428], [4.611, -0.399, -0.071], [-7.213, 2.784, 0.427], [-6.218, 1.801, 0.976], [-4.915, 2.205, 1.273], [-3.983, 1.308, 1.758], [-4.361, -0.018, 1.947], [-5.649, -0.445, 1.667], [-6.571, 0.471, 1.185], [-3.170, -1.163, 2.537], [-3.803, -2.432, 2.730], [-2.439, -0.563, 3.625], [-2.066, -1.265, 1.310], [-2.531, -1.576, 0.018], [-3.553, -2.429, -0.315], [-3.944, -2.571, -1.665], [-3.335, -1.874, -2.668], [-2.271, -0.996, -2.360], [-1.587, -0.214, -3.312], [-0.580, 0.627, -2.916], [-0.221, 0.669, -1.565], [-0.834, -0.060, -0.650], [-1.871, -0.874, -1.018], [-7.067, 3.774, 0.856], [-8.235, 2.467, 0.627], [-7.100, 2.875, -0.656], [-4.634, 3.241, 1.132], [-2.978, 1.631, 1.999], [-5.923, -1.477, 1.839], [-7.582, 0.147, 0.972], [-4.056, -2.991, 0.458], [-4.753, -3.250, -1.898], [-3.651, -1.984, -3.697], [-1.869, -0.281, -4.355], [-0.047, 1.245, -3.623], [0.587, 1.305, -1.230], [-0.449, -0.307, 6.647], [0.043, -0.957, 5.438], [0.455, -2.354, 5.557], [-0.025, -0.355, 4.288], [0.362, -0.909, 3.210], [0.337, -0.291, 7.400], [-1.305, -0.862, 7.030], [-0.756, 0.710, 6.420], [1.245, -2.432, 6.302], [0.811, -2.712, 4.597], [-0.402, -2.947, 5.874], [-0.415, 0.660, 4.279]]
}

=====

Record 3
{
  "formula": "C26H24AsCsN3S4",
  "method": "wB97M-V/def2-TZVPD",
  "total_charge": 1,
  "homo_ev": -10.30,
  "symbols": ["Cs", "S", "C", "C", "C", "C", "C", "C", "N", "C", "C", "C", "C", "C", "C", "C", "C", "N", "C", "C", "C", "C", "C", "S", "C", "H", "H", "H", "H", "H", "H", "H", "H", "H", "H", "H", "H", "C", "As", "C", "C", "S", "H", "H", "H", "H", "H", "H", "H", "H", "H", "S", "C", "C", "N", "C", "H", "H", "H"],
  "xyz": [[-0.294, 0.079, -0.271], [0.390, -0.628, 7.789], [0.158, -2.277, 8.158], [-0.232, -2.986, 7.064], [-0.335, -2.179, 5.903], [-0.031, -0.865, 6.137], [-0.032, 0.249, 5.185], [0.039, 0.003, 3.798], [0.038, 0.929, 2.869], [-0.026, 2.225, 3.257], [-0.083, 2.590, 4.610], [-0.131, 3.977, 4.976], [-0.104, 4.943, 4.037], [-0.036, 4.609, 2.644], [0.021, 5.591, 1.642], [0.103, 5.232, 0.315], [0.101, 3.847, 0.039], [0.040, 2.907, 0.950], [-0.013, 3.264, 2.250], [0.190, 6.207, -0.777], [0.430, 5.969, -2.104], [0.441, 7.152, -2.886], [0.227, 8.270, -2.140], [-0.002, 7.894, -0.493], [-0.093, 1.568, 5.572], [0.317, -2.641, 9.160], [-0.440, -4.046, 7.085], [-0.651, -2.559, 4.941], [0.111, -1.026, 3.454], [-0.183, 4.230, 6.028], [-0.132, 5.988, 4.320], [0.015, 6.634, 1.937], [0.157, 3.515, -0.994], [0.598, 4.986, -2.519], [0.610, 7.171, -3.952], [0.190, 9.293, -2.477], [-0.162, 1.840, 6.620], [3.684, -1.067, 1.266], [3.845, 0.471, 0.113], [3.382, 1.968, 1.233], [5.700, 0.647, -0.357], [2.584, 0.324, -1.555], [4.376, -1.005, 2.105], [3.875, -1.968, 0.690], [2.663, -1.085, 1.644], [4.060, 2.046, 2.083], [2.363, 1.809, 1.581], [3.420, 2.877, 0.637], [6.321, 0.721, 0.534], [5.805, 1.541, -0.967], [5.985, -0.221, -0.946], [-5.840, -0.466, 0.067], [-5.218, 0.712, 1.135], [-3.863, 0.731, 1.055], [-3.311, -0.167, 0.170], [-4.252, -0.856, -0.411], [-5.854, 1.322, 1.755], [-3.219, 1.386, 1.625], [-4.062, -1.626, -1.146]]
}

=====

Record 4
{
  "formula": "C26H24BrCl2FGaN4O7",
  "method": "wB97M-V/def2-TZVPD",
  "total_charge": -1,
  "homo_ev": -1.69,
  "symbols": ["Ga", "F", "C", "C", "C", "C", "O", "C", "C", "N", "C", "C", "C", "C", "C", "C", "N", "C", "C", "N", "C", "C", "C", "O", "O", "H", "H", "H", "H", "H", "H", "H", "H", "H", "H", "H", "H", "H", "H", "H", "H", "H", "H", "C", "H", "H", "Br", "C", "C", "N", "C", "C", "C", "C", "O", "O", "H", "H", "H", "Cl", "C", "Cl", "C", "O", "O", "H"],
  "xyz": [[-2.276, -3.249, 0.567], [3.643, 1.474, -0.168], [2.285, 1.731, -0.286], [1.418, 0.678, -0.170], [-0.011, 0.913, -0.242], [-0.938, -0.088, -0.211], [-0.443, -1.379, -0.164], [-2.362, 0.207, -0.361], [-2.724, 1.498, -0.438], [-1.811, 2.547, -0.357], [-2.272, 3.880, -0.469], [-3.449, 4.301, 0.352], [-2.074, 4.803, 0.698], [-0.421, 2.302, -0.391], [0.489, 3.304, -0.550], [1.911, 3.040, -0.508], [2.828, 4.140, -0.583], [4.001, 3.963, -1.389], [4.597, 5.316, -1.723], [4.919, 6.002, -0.416], [3.702, 6.139, 0.470], [3.145, 4.747, 0.689], [-3.521, -0.761, -0.433], [-4.665, -0.340, -0.505], [-3.276, -2.049, -0.456], [1.795, -0.323, -0.024], [-3.763, 1.769, -0.537], [-2.172, 4.330, -1.461], [-3.883, 3.552, 1.000], [-4.157, 4.985, -0.095], [-1.588, 4.372, 1.563], [-1.832, 5.841, 0.496], [0.162, 4.327, -0.704], [3.724, 3.451, -2.307], [4.778, 3.345, -0.898], [3.879, 5.949, -2.240], [5.525, 5.246, -2.294], [5.344, 6.893, -0.573], [5.599, 5.426, 0.076], [2.991, 6.759, -0.073], [4.015, 6.634, 1.388], [2.234, 4.814, 1.280], [3.875, 4.147, 1.272], [-0.732, -2.104, 1.046], [-0.912, -1.402, 1.867], [0.164, -2.681, 1.291], [3.569, -6.373, -1.670], [2.003, -7.091, -0.879], [1.964, -8.438, -0.558], [0.900, -9.008, -0.002], [-0.157, -8.235, 0.245], [-0.203, -6.878, -0.047], [0.909, -6.286, -0.624], [-1.451, -6.082, 0.269], [-2.412, -6.651, 0.756], [-1.327, -4.830, -0.014], [2.820, -9.072, -0.756], [-1.022, -8.701, 0.699], [0.900, -5.229, -0.858], [-4.930, -4.868, -0.619], [-5.233, -5.325, 1.062], [-6.845, -4.723, 1.536], [-4.219, -4.878, 2.154], [-4.402, -5.422, 3.221], [-3.329, -3.954, 1.965], [-5.275, -6.404, 1.092]]
}